21
Properties=species:S:1:pos:R:3 method="wB97M-V/def2-TZVPD" max_force_ev_per_a=0.3 lumo_energy_ha=0.034 spin_multiplicity=1 homo_ev=-10.2 de_lowest_kcal_mol=4.9 e_tot_ev=-8496.6793 smiles=CC(C)C[C@@H](C)O
C -1.6069 -0.6192 -1.0783
C -1.0756 -0.2789 0.3163
C -2.1675 0.3847 1.1553
C 0.1894 0.5892 0.2685
C 1.4073 -0.1305 -0.3189
C 2.7175 0.6294 -0.1358
O 1.5335 -1.4126 0.2974
H -2.4903 -1.2650 -1.0110
H -0.8642 -1.1473 -1.6880
H -1.9034 0.2878 -1.6212
H -0.7861 -1.2143 0.8094
H -3.0757 -0.2298 1.1723
H -2.4401 1.3675 0.7498
H -1.8399 0.5274 2.1917
H 0.4327 0.9213 1.2874
H -0.0003 1.4988 -0.3209
H 1.2400 -0.2801 -1.3954
H 2.9011 0.8445 0.9231
H 2.7276 1.5743 -0.6907
H 3.5458 0.0115 -0.4975
H 1.5551 -2.0587 -0.4135